A molecular structure, C24H41Cl3GeINPdSi3, computed with ωB97M-V with the def2-TZVPD basis set.

Strongest force on any atom: 0.015 Eh/bohr
LUMO (spin up / spin down): -2.753 / -5.168 eV
Gap between HOMO and LUMO (spin up / spin down): 5.911 / 6.391 eV
Energy: -156334.5552 eV
Charge: +1
2S+1: 6
Relative energy (zero: lowest compared OMol25 entry of this formula, charge and spin): 0.0 kcal/mol

Atoms and positions in Å:
Pd -0.288 -0.245 0.306
C -0.442 2.473 2.821
Si -1.383 2.138 1.231
C -1.216 3.640 0.119
C -3.200 1.801 1.537
C -3.805 2.742 2.380
C -5.149 2.665 2.705
C -5.917 1.632 2.189
C -5.330 0.695 1.355
C -3.974 0.761 1.012
Si -3.415 -0.608 -0.155
C -3.988 -2.269 0.494
C -4.136 -0.346 -1.872
H -1.009 3.204 3.407
H 0.535 2.910 2.615
H -0.320 1.582 3.435
H -1.756 4.455 0.615
H -1.687 3.517 -0.856
H -0.183 3.967 -0.013
H -3.223 3.557 2.799
H -5.592 3.405 3.359
H -6.967 1.554 2.437
H -5.948 -0.109 0.967
H -5.071 -2.348 0.352
H -3.772 -2.388 1.556
H -3.531 -3.102 -0.044
H -5.217 -0.511 -1.803
H -3.746 -1.062 -2.599
H -3.979 0.663 -2.249
I -0.821 1.264 -2.559
C -0.825 -0.816 -2.738
C -1.088 -1.436 -3.945
C -1.103 -2.823 -3.974
C -0.849 -3.523 -2.804
C -0.577 -2.816 -1.647
N -0.562 -1.479 -1.616
H -1.283 -0.849 -4.830
H -1.315 -3.344 -4.897
H -0.858 -4.603 -2.778
H -0.373 -3.321 -0.711
Cl -1.648 -0.963 3.322
Ge -0.182 -2.023 2.049
Cl 1.327 -2.538 3.538
Cl -1.053 -3.993 1.704
C 2.335 2.084 -0.387
Si 2.112 0.207 -0.401
C 3.518 -0.003 1.627
C 2.501 0.523 2.595
C 4.761 0.823 1.551
C 3.689 -1.485 1.533
C 3.217 -0.578 -1.777
C 4.704 -0.235 -1.671
C 3.034 -2.094 -1.895
C 2.705 0.070 -3.081
H 3.355 2.407 -0.597
H 2.011 2.510 0.563
H 1.689 2.494 -1.166
H 2.530 1.609 2.653
H 2.745 0.126 3.589
H 1.480 0.198 2.388
H 4.560 1.847 1.235
H 5.531 0.390 0.920
H 5.170 0.897 2.568
H 2.758 -2.023 1.364
H 4.060 -1.843 2.504
H 4.426 -1.766 0.785
H 5.204 -0.787 -0.880
H 4.877 0.831 -1.517
H 5.193 -0.512 -2.610
H 3.275 -2.627 -0.975
H 3.690 -2.478 -2.681
H 2.008 -2.347 -2.167
H 2.784 1.158 -3.074
H 1.677 -0.206 -3.301
H 3.320 -0.301 -3.907

Cartesian forces, eV/Å:
Pd 0.670 -0.082 -0.369
C -0.027 0.013 -0.015
Si 0.044 -0.049 -0.037
C -0.029 0.061 0.052
C 0.159 0.163 0.087
C -0.015 -0.027 -0.003
C -0.009 -0.002 -0.002
C -0.007 0.018 0.016
C 0.022 -0.022 0.012
C -0.195 -0.146 -0.155
Si -0.089 -0.022 0.149
C -0.012 -0.022 -0.054
C -0.024 -0.008 0.027
H 0.003 -0.009 -0.011
H 0.006 -0.007 -0.017
H -0.017 0.004 0.008
H 0.043 -0.011 0.029
H -0.018 -0.030 0.005
H 0.012 -0.048 -0.030
H 0.001 -0.005 -0.006
H -0.006 -0.005 0.000
H 0.001 0.004 0.002
H 0.000 0.008 0.003
H 0.009 0.008 0.017
H 0.030 0.013 -0.014
H 0.010 0.014 0.004
H 0.008 0.006 -0.009
H 0.001 -0.004 0.011
H 0.019 0.001 0.009
I -0.129 -0.050 -0.119
C 0.093 -0.032 0.136
C -0.026 0.088 -0.106
C 0.017 -0.004 0.105
C -0.008 -0.010 -0.032
C 0.018 -0.040 0.030
N -0.104 0.158 0.097
H -0.005 -0.008 0.010
H 0.003 0.000 -0.004
H 0.005 0.004 -0.004
H -0.016 0.006 -0.050
Cl 0.035 -0.135 -0.111
Ge -0.391 0.027 0.320
Cl -0.056 -0.034 0.026
Cl 0.007 0.062 -0.069
C 0.026 -0.114 -0.058
Si -0.018 0.213 0.085
C -0.015 -0.051 0.048
C 0.028 0.048 0.005
C -0.029 0.037 -0.057
C 0.082 -0.005 -0.016
C -0.053 -0.041 -0.051
C 0.008 0.032 0.107
C -0.035 0.019 0.054
C -0.006 0.019 0.057
H 0.020 -0.048 0.015
H -0.004 0.001 0.004
H -0.030 0.007 -0.003
H -0.021 0.017 -0.020
H 0.002 -0.002 -0.023
H 0.008 0.032 0.014
H 0.000 0.003 0.013
H 0.013 -0.008 -0.038
H -0.008 -0.030 0.005
H 0.028 0.010 -0.044
H -0.018 0.025 0.000
H 0.029 -0.001 -0.035
H 0.023 -0.011 0.045
H 0.018 0.007 0.003
H -0.006 0.001 0.002
H 0.032 0.017 -0.011
H -0.015 0.000 -0.013
H -0.007 -0.017 -0.001
H 0.001 -0.003 -0.005
H -0.091 -0.004 -0.030
H 0.008 0.005 0.008

Atomic partial charges in e from the Mulliken method, atoms 1 to 2: -1.222 -0.924